No. 1
53
Properties=species:S:1:pos:R:3 method="wB97M-V/def2-TZVPD" s_squared=8.770 multiplicity=6 homo_ha="-0.3865 / -0.3858" e_lumo_ev="-3.2 / -2.9" total_energy_ev=-68769.665 relative_energy_ev=4.463 gap_ev="7.35 / 7.58" charge=+1
C 2.974 0.152 2.408
C 2.191 0.144 1.258
C 1.117 -0.780 1.217
C 1.001 -1.810 2.148
C 1.820 -1.797 3.283
C 2.778 -0.791 3.422
C -0.120 -2.806 1.965
C -0.608 -2.910 0.534
C -0.465 -1.789 -0.286
C -0.887 -1.811 -1.640
C -1.536 -2.957 -2.095
C -1.716 -4.069 -1.268
C -1.229 -4.063 0.040
H 3.749 0.915 2.495
H 1.695 -2.556 4.061
H 3.406 -0.741 4.309
H 0.420 -3.802 2.070
H -1.908 -2.963 -3.121
H -2.230 -4.941 -1.669
H -1.339 -4.948 0.672
N 0.021 -0.593 0.325
Sm -1.177 0.969 0.558
C 2.460 1.062 0.090
H 2.472 0.499 -0.860
H 3.417 1.581 0.227
C -0.658 -0.619 -2.539
H 0.370 -0.231 -2.433
H -0.844 -0.880 -3.589
P 1.209 2.438 -0.203
P -1.805 0.858 -2.220
C -3.388 0.182 -2.822
H -4.176 0.903 -2.562
H -3.356 0.048 -3.913
H -3.608 -0.776 -2.332
C -1.338 1.985 -3.577
H -1.447 1.477 -4.546
H -2.014 2.851 -3.543
H -0.305 2.340 -3.450
C 1.724 3.597 1.109
H 2.590 4.177 0.760
H 0.882 4.277 1.304
H 1.966 3.064 2.037
C 1.876 3.250 -1.697
H 1.034 3.711 -2.233
H 2.592 4.032 -1.404
H 2.366 2.516 -2.353
C -1.491 -1.961 2.857
O -1.958 -1.049 2.249
H -0.266 -3.564 2.651
O -1.713 2.426 4.270
N -1.585 2.061 3.126
O -2.570 1.971 2.282
O -0.388 1.723 2.628


No. 2
19
Properties=species:S:1:pos:R:3 method="wB97M-V/def2-TZVPD" multiplicity=1 homo_ha="-0.6184 / -0.6178" e_lumo_ev="-9.5 / -9.7" total_energy_ev=-11284.728 relative_energy_ev=4.916 gap_ev="7.31 / 7.08" charge=+2
C 2.000 -2.653 -1.420
N 1.564 -2.613 -0.214
C 0.242 -2.592 0.234
N -0.778 -1.782 -0.095
C -1.013 -0.507 -0.375
N -0.190 0.431 0.164
N -0.320 1.642 0.191
C -0.334 2.875 0.141
C -0.917 3.778 1.149
H 1.463 -2.372 -2.247
H 3.046 -2.717 -1.547
H 2.216 -2.883 0.512
H 0.016 -3.505 0.700
H -1.676 -2.375 -0.009
H -2.159 -0.293 -0.548
H 0.227 3.189 -0.767
H -0.744 4.924 0.837
H -2.036 3.786 1.081
H -0.608 3.668 2.215


No. 3
13
Properties=species:S:1:pos:R:3 method="wB97M-V/def2-TZVPD" multiplicity=1 homo_ha=-0.3205 e_lumo_ev=-0.6 total_energy_ev=-26949.480 relative_energy_ev=2.444 gap_ev=8.14 smiles="CC#CC(=S)SC"
C -1.692 1.562 -0.970
C -1.065 0.321 -0.810
C -0.267 -0.591 -0.627
C 0.636 -1.866 -0.655
S 0.568 -2.978 -1.878
S 1.374 -1.983 0.943
C 1.352 -0.254 1.531
H -0.889 2.165 -1.365
H -1.820 1.861 0.065
H -2.565 1.636 -1.541
H 2.208 -0.330 2.389
H 0.434 -0.053 2.043
H 1.726 0.509 0.875


No. 4
58
Properties=species:S:1:pos:R:3 method="wB97M-V/def2-TZVPD" multiplicity=1 homo_ha=-0.2844 e_lumo_ev=0.5 total_energy_ev=-45091.934 relative_energy_ev=0.000 gap_ev=8.27 smiles="CCN(CCNC(=O)C1CCN(c2nnc(-n3cccc3)s2)CC1)c1ccccc1"
C -4.716 -0.578 -1.499
C -3.798 -0.024 -0.407
N -2.649 0.682 -0.932
C -2.866 2.081 -1.219
C -2.614 2.960 0.018
N -1.319 2.680 0.589
C -0.488 3.628 1.064
O -0.733 4.815 1.002
C 0.807 3.086 1.672
C 0.541 2.027 2.749
C 1.861 1.449 3.258
N 2.640 0.921 2.153
C 2.304 -0.308 1.706
N 1.456 -1.098 2.276
N 1.368 -2.299 1.715
C 2.132 -2.463 0.698
N 2.199 -3.603 -0.044
C 1.379 -4.691 0.120
C 1.721 -5.626 -0.809
C 2.791 -5.094 -1.572
C 3.061 -3.854 -1.079
S 3.113 -1.040 0.308
C 2.991 1.943 1.188
C 1.717 2.527 0.571
C -1.518 0.010 -1.353
C -0.382 0.699 -1.804
C 0.746 0.023 -2.228
C 0.797 -1.359 -2.207
C -0.303 -2.055 -1.735
C -1.438 -1.390 -1.317
H -4.175 -1.268 -2.141
H -5.102 0.229 -2.117
H -5.556 -1.101 -1.050
H -4.362 0.676 0.216
H -3.459 -0.832 0.246
H -2.226 2.400 -2.041
H -3.903 2.228 -1.538
H -3.392 2.770 0.769
H -2.639 4.020 -0.243
H -1.081 1.704 0.668
H 1.309 3.942 2.135
H -0.044 1.197 2.351
H -0.014 2.470 3.577
H 2.463 2.222 3.743
H 1.675 0.637 3.962
H 0.631 -4.686 0.886
H 1.266 -6.587 -0.941
H 3.295 -5.579 -2.384
H 3.799 -3.131 -1.370
H 3.554 2.719 1.712
H 3.630 1.507 0.417
H 1.203 1.732 0.024
H 1.974 3.318 -0.135
H -0.365 1.777 -1.832
H 1.598 0.590 -2.575
H 1.675 -1.885 -2.549
H -0.283 -3.135 -1.699
H -2.269 -1.981 -0.971


No. 5
55
Properties=species:S:1:pos:R:3 method="wB97M-V/def2-TZVPD" s_squared=2.008 multiplicity=3 homo_ha="-0.2588 / -0.2589" e_lumo_ev="-0.8 / -0.8" total_energy_ev=-124200.584 gap_ev="6.25 / 6.28"
C 3.970 -1.224 0.841
C 2.862 -0.376 0.544
N 1.613 -0.588 1.130
C 1.634 -1.376 2.240
C 2.770 -1.987 2.735
C 3.935 -1.939 2.002
C 3.074 0.586 -0.485
P 1.931 1.758 -1.143
Pr -0.404 0.565 0.192
P -1.208 -1.507 2.183
C 0.396 -1.458 3.079
C -2.479 1.236 -1.227
C -2.686 2.600 -1.399
C -3.874 3.041 -2.041
C -4.808 2.112 -2.512
C -4.567 0.739 -2.339
C -3.380 0.304 -1.697
O 3.645 -2.729 -3.022
O -0.310 -0.541 -4.464
H 4.852 -1.192 0.171
H 2.711 -2.484 3.713
H 4.828 -2.446 2.356
C 2.798 3.286 -0.670
C 1.862 1.832 -3.003
H 0.348 -2.350 3.723
H 0.296 -0.581 3.742
H 3.188 -1.867 -2.946
H 3.858 0.289 -1.186
C -2.414 -1.066 3.438
C -1.473 -3.312 1.992
H -1.951 3.338 -1.046
H -4.046 4.121 -2.177
H -5.723 2.459 -3.001
H -5.293 0.016 -2.704
H -3.208 -0.775 -1.591
H -1.479 -1.566 0.227
H -1.058 -1.178 -4.444
H 0.151 -0.840 -3.653
H 3.089 -3.332 -2.465
H -2.150 -2.003 0.365
H 3.646 3.401 -1.352
H 2.196 4.199 -0.635
H 3.175 3.070 0.333
H 2.864 1.862 -3.451
H 1.321 0.981 -3.437
H 1.302 2.713 -3.358
H -1.671 -3.713 2.984
H -2.327 -3.507 1.330
H -0.592 -3.775 1.540
H -2.454 -1.898 4.156
H -2.097 -0.136 3.925
H -3.397 -0.913 2.970
Se -1.409 3.660 4.390
C -1.055 2.600 3.037
N -0.802 1.890 2.110


No. 6
5
Properties=species:S:1:pos:R:3 method="wB97M-V/def2-TZVPD" multiplicity=1 homo_ha=-0.0642 e_lumo_ev=4.9 total_energy_ev=-174733.694 relative_energy_ev=0.712 gap_ev=6.64 charge=-2
Ca -0.043 -0.623 0.127
Br 2.137 1.325 0.035
Br -2.444 1.095 -0.349
I 0.284 -0.794 -2.804
I 0.066 -1.003 2.991


No. 7
16
Properties=species:S:1:pos:R:3 method="wB97M-V/def2-TZVPD" multiplicity=1 homo_ha=-0.4706 e_lumo_ev=-4.3 total_energy_ev=-10888.125 relative_energy_ev=4.383 gap_ev=8.56 charge=+1
C -0.373 -0.405 1.809
C 0.652 1.141 -1.053
C -0.187 -1.572 0.874
C -0.576 -0.132 0.419
C 2.115 0.786 -0.984
N -1.898 0.033 -0.141
O -0.294 0.080 2.867
O -0.088 1.833 -1.627
H 0.882 -1.762 0.848
H -0.792 -2.432 0.812
H 2.731 1.583 -1.640
H 2.205 -0.153 -1.484
H 2.393 0.707 0.013
H -2.114 -0.872 -0.669
H -2.037 0.982 -0.727
H -2.618 0.182 0.683


No. 8
27
Properties=species:S:1:pos:R:3 method="wB97M-V/def2-TZVPD" multiplicity=1 homo_ha=-0.2912 e_lumo_ev=0.9 total_energy_ev=-13139.345 relative_energy_ev=1.446 gap_ev=8.85 smiles=Cc1c[nH]c2ccccc12.CC
C 3.353 -0.786 2.020
C 2.064 -1.085 1.343
C 1.640 -2.260 0.840
N 0.355 -2.025 0.281
C 0.106 -0.581 0.296
C -0.948 0.214 -0.155
C -0.776 1.580 0.007
C 0.227 2.122 0.828
C 1.279 1.314 1.297
C 1.186 -0.048 1.012
H 3.884 0.070 1.446
H 4.017 -1.591 1.909
H 3.339 -0.544 3.054
H 1.991 -3.226 0.973
H 0.221 -2.619 -0.532
H -1.703 -0.233 -0.828
H -1.375 2.286 -0.573
H 0.334 3.142 1.111
H 2.175 1.610 1.851
C -3.626 -0.053 -3.198
C -3.493 1.458 -3.010
H -2.773 -0.638 -2.789
H -4.561 -0.430 -2.631
H -3.734 -0.477 -4.181
H -3.343 1.626 -1.881
H -4.365 1.972 -3.223
H -2.657 1.968 -3.344


No. 9
8
Properties=species:S:1:pos:R:3 method="wB97M-V/def2-TZVPD" multiplicity=1 homo_ha=-0.3519 e_lumo_ev=0.3 total_energy_ev=-21040.024 relative_energy_ev=0.584 gap_ev=9.91 smiles="C=C(F)I.I"
C -1.266 -2.067 1.245
C -0.785 -0.883 1.049
F -1.398 0.186 1.484
I 1.052 -0.435 0.068
H -2.142 -2.242 1.750
H -0.800 -3.025 0.948
I 5.220 -0.111 0.018
H 4.032 0.064 1.150


No. 10
7
Properties=species:S:1:pos:R:3 method="wB97M-V/def2-TZVPD" s_squared=2.011 multiplicity=3 homo_ha="-0.2334 / -0.3693" e_lumo_ev="-1.2 / -4.7" total_energy_ev=-18040.950 relative_energy_ev=4.745 gap_ev="5.17 / 5.39"
C -1.330 -0.199 0.264
O 2.399 -0.533 -1.045
O -0.390 -0.915 0.476
O 0.913 1.142 -0.120
S 1.824 0.085 0.124
H -2.371 -0.557 -0.044
H -1.045 0.977 0.344


No. 11
21
Properties=species:S:1:pos:R:3 method="wB97M-V/def2-TZVPD" multiplicity=1 homo_ha=-0.3261 e_lumo_ev=1.1 total_energy_ev=-9864.673 relative_energy_ev=1.693 gap_ev=9.98 smiles="C=N[C@@](C)(N)N(C)C"
C -0.673 0.895 2.296
N -1.065 1.058 1.097
C -0.151 0.637 -0.163
C -1.096 0.571 -1.364
N 0.771 1.706 -0.328
N 0.556 -0.545 0.201
C -0.278 -1.715 0.488
C 1.524 -0.940 -1.008
H 0.255 0.373 2.586
H -1.277 1.290 3.131
H -1.678 -0.354 -1.403
H -1.832 1.382 -1.306
H -0.569 0.668 -2.318
H 1.426 1.670 0.443
H 0.255 2.577 -0.267
H -1.214 -1.458 0.992
H -0.551 -2.280 -0.410
H 0.275 -2.376 1.163
H 0.996 -1.143 -1.944
H 2.051 -1.855 -0.724
H 2.276 -0.163 -1.159


No. 12
14
Properties=species:S:1:pos:R:3 method="wB97M-V/def2-TZVPD" multiplicity=1 homo_ha=-0.3309 e_lumo_ev=0.7 total_energy_ev=-18630.296 relative_energy_ev=4.254 gap_ev=9.70 smiles="C1=NOCCCS1"
C 0.922 1.229 0.328
N -0.136 1.814 0.034
O -1.164 0.881 -0.622
C -1.954 -0.093 0.138
C -1.052 -1.310 0.460
C 0.383 -1.473 -0.317
S 1.601 -0.308 -0.025
H 1.507 2.022 0.759
H -2.338 0.408 1.044
H -2.860 -0.267 -0.581
H -1.518 -2.308 0.207
H -0.909 -1.020 1.649
H 0.070 -1.382 -1.423
H 0.900 -2.390 -0.161